# C3H5NO2

One molecule with the formula C3H5NO2 (wB97M-V/def2-TZVPD, the OMol25 dataset).

```
11
Properties=species:S:1:pos:R:3:forces:R:3
N 1.8721 -1.0081 -0.2305 -0.274 0.247 0.002
C 0.7570 -0.4305 -0.1765 0.231 -0.293 0.031
C -0.5219 -0.9555 0.4244 0.111 -0.263 -0.069
O -1.3837 0.1662 0.4698 -0.110 0.008 -0.056
C -0.6945 1.2639 -0.0713 -0.100 0.396 -0.005
O 0.4437 0.7667 -0.7501 0.145 0.016 0.066
H 2.5392 -0.4208 -0.7312 0.029 -0.102 0.004
H -0.8936 -1.7013 -0.2840 -0.226 -0.047 0.124
H -0.4370 -1.4183 1.4108 0.256 0.159 -0.140
H -1.3393 1.7930 -0.7752 0.099 -0.054 -0.006
H -0.3421 1.9449 0.7138 -0.162 -0.067 0.048
```
Positions in Å, forces in eV/Å.

## Properties
E_LUMO: 0.9 eV
total energy: -322.5204 Ha
energy above the lowest of the compared OMol25 structures with the same formula, charge and spin: 141.5 kJ/mol
SMILES string: [H]/N=C1/COCO1
orbital gap: 11.20 eV

# C19H18FN3O3

One molecule with the formula C19H18FN3O3 at a distorted geometry (wB97M-V/def2-TZVPD, the OMol25 dataset).

```
44
Properties=species:S:1:pos:R:3:forces:R:3
C -8.9785 0.0990 0.4866 -0.012 -0.064 -0.008
C -7.4966 0.0602 0.2837 -0.047 -0.072 -0.004
N -6.8473 1.2091 0.3657 -0.444 0.118 0.076
C -5.5361 1.2383 0.1952 0.710 -0.035 -0.100
C -4.7840 0.1001 -0.0721 -0.319 -0.089 0.030
C -5.4630 -1.1179 -0.1600 0.123 0.246 0.020
C -6.8284 -1.1372 0.0193 0.212 0.165 -0.004
H -7.3777 -2.0643 -0.0434 -0.045 -0.093 -0.008
H -4.9010 -2.0155 -0.3664 0.057 -0.113 -0.024
O -3.4310 0.0583 -0.2588 0.055 -0.164 -0.032
C -2.7153 1.2644 -0.1814 -0.028 0.533 0.083
C -1.2779 0.9576 -0.4254 0.364 -1.030 -0.200
C -0.6195 -0.2080 -0.6906 -0.245 0.611 0.125
C 0.7328 0.1984 -0.8193 -0.939 0.539 0.256
N 0.8405 1.4939 -0.6397 1.071 -0.419 -0.211
O -0.3969 1.9724 -0.3956 -0.756 0.104 0.114
C 1.9060 -0.6663 -1.1077 0.432 0.216 -0.111
O 1.8179 -1.8733 -1.2184 -0.282 -0.112 0.035
N 3.0532 0.0283 -1.2293 0.142 0.154 -0.024
H 3.0204 1.0284 -1.1005 -0.057 -0.010 0.014
C 4.3289 -0.6033 -1.4822 0.049 -0.196 -0.073
C 5.3541 -0.2538 -0.4348 0.136 0.063 0.076
C 6.4868 0.4519 -0.8185 0.139 0.044 0.073
C 7.4420 0.7832 0.1220 -0.087 -0.063 0.121
C 7.3004 0.4336 1.4506 0.171 0.149 -0.240
C 6.1684 -0.2662 1.8244 -0.078 -0.007 -0.159
C 5.1865 -0.6188 0.9051 0.077 0.010 0.057
C 3.9743 -1.3615 1.3746 -0.057 0.014 -0.008
H 4.1683 -1.8376 2.3325 -0.020 -0.046 0.048
H 3.6652 -2.1218 0.6617 -0.094 -0.088 -0.017
H 3.1383 -0.6730 1.5027 -0.114 -0.029 0.032
H 6.0439 -0.5485 2.8593 -0.019 -0.045 0.106
H 8.0604 0.7036 2.1661 0.098 0.042 0.055
F 8.5385 1.4668 -0.2716 -0.064 -0.044 0.026
H 6.6362 0.7421 -1.8473 0.027 0.042 -0.124
H 4.1377 -1.6812 -1.4998 0.063 0.159 -0.070
H 4.6962 -0.3006 -2.4690 -0.011 -0.119 0.098
H -1.0155 -1.1950 -0.7828 -0.131 -0.214 -0.013
H -3.0663 1.9848 -0.9367 0.009 -0.088 0.135
H -2.8249 1.7294 0.8108 -0.029 -0.045 -0.152
H -5.0926 2.2210 0.2803 0.197 0.022 -0.023
H -9.2910 1.1206 0.6793 -0.036 0.022 0.008
H -9.2619 -0.5287 1.3297 -0.103 -0.040 0.053
H -9.4916 -0.2729 -0.3986 -0.115 -0.028 -0.034
```
Positions in Å, forces in eV/Å.

## Properties
E_LUMO: 0.6 eV
total energy: -1224.6533 Ha
energy above the lowest of the compared OMol25 structures with the same formula, charge and spin: 214.3 kJ/mol
SMILES string: Cc1ccc(OCc2cc(C(=O)NCc3cc(F)ccc3C)no2)cn1
orbital gap: 9.64 eV

# C26H22Br3MnN2O3

C26H22Br3MnN2O3 as an isolated structure (wB97M-V/def2-TZVPD, the OMol25 dataset).

```
57
Properties=species:S:1:pos:R:3:forces:R:3
Mn 0.2161 0.4075 0.1837 -0.032 0.118 -0.159
C 0.2245 -3.1964 0.3923 -0.007 0.006 -0.094
C 0.1812 -2.4958 1.7091 -0.008 0.005 0.093
C 0.1120 -3.2567 2.9002 -0.009 0.080 -0.046
C 0.0662 -2.6442 4.1153 0.021 0.017 0.012
C 0.1177 -1.2361 4.1895 -0.021 0.057 0.132
C 0.0932 -0.4721 5.3855 0.012 0.044 -0.069
Br -0.0367 -1.3413 7.0627 -0.001 0.003 0.014
C 0.1617 0.8914 5.3447 0.002 -0.122 -0.052
C 0.2714 1.5628 4.1137 -0.014 -0.130 -0.001
Br 0.3631 3.4442 4.0978 -0.002 0.001 -0.035
C 0.3103 0.8772 2.9152 -0.030 0.010 0.163
O 0.4253 1.4589 1.7519 0.082 0.175 0.018
C 0.2071 -0.5466 2.9702 -0.001 0.061 0.049
N 0.2121 -1.1748 1.7548 -0.054 -0.001 -0.081
H 0.2998 -4.2714 0.5412 -0.005 0.000 -0.018
H 1.0792 -2.8577 -0.1924 0.000 0.006 -0.013
H -0.6680 -2.9770 -0.1948 -0.023 0.007 -0.022
H 0.0908 -4.3333 2.8230 -0.006 -0.043 0.002
H 0.0040 -3.2241 5.0254 -0.007 -0.009 0.020
H 0.1382 1.4686 6.2572 -0.001 0.003 0.028
C -2.5775 1.6496 0.9073 -0.073 0.008 -0.029
N -1.6545 1.7125 -0.2277 0.017 -0.080 0.111
C -2.3370 1.2884 -1.4530 -0.029 -0.024 -0.067
C -1.0992 3.0698 -0.3972 -0.069 0.054 -0.083
C 0.3185 3.0499 -0.9158 0.049 -0.027 -0.084
C 0.8726 4.1866 -1.4980 -0.062 -0.081 -0.013
C 2.1836 4.1776 -1.9413 0.093 -0.034 -0.013
C 2.9571 3.0304 -1.8147 -0.041 -0.021 0.014
C 2.4113 1.8900 -1.2383 -0.075 0.090 -0.040
C 1.0963 1.9070 -0.7928 -0.028 -0.073 0.123
H -3.4483 2.2988 0.7528 -0.001 0.010 0.011
H -2.0592 1.9553 1.8132 -0.002 0.015 0.037
H -2.9334 0.6247 1.0262 -0.006 0.006 -0.004
H -3.2062 1.9298 -1.6541 0.049 -0.020 0.007
H -2.6670 0.2542 -1.3594 0.015 0.036 -0.014
H -1.6466 1.3573 -2.2939 -0.005 0.000 -0.014
H -1.1344 3.5921 0.5602 0.083 -0.099 0.073
H -1.7318 3.6344 -1.0949 -0.022 0.035 0.092
H 0.2733 5.0823 -1.6059 -0.043 0.050 -0.010
H 2.6048 5.0658 -2.3908 0.024 0.041 -0.024
H 3.9808 3.0236 -2.1635 0.042 0.006 -0.014
H 3.0177 0.9957 -1.1448 0.011 -0.013 0.018
Br 1.5958 -0.6822 -8.0041 0.002 0.003 -0.008
C 0.9319 -0.8555 -6.2385 0.012 0.018 0.029
C -0.1578 -1.6799 -6.0028 0.043 0.013 -0.039
C -0.6391 -1.7992 -4.7112 0.022 0.033 0.040
C -0.0354 -1.1077 -3.6664 -0.126 0.086 -0.014
C 1.0556 -0.2862 -3.9232 -0.041 -0.004 0.026
C 1.5442 -0.1532 -5.2127 -0.003 -0.034 -0.069
C -0.6077 -1.2405 -2.2832 0.074 -0.436 0.050
O -1.6117 -1.9036 -2.0791 -0.057 0.136 -0.032
O 0.0789 -0.6626 -1.3460 0.287 0.040 -0.009
H -0.6213 -2.2147 -6.8194 0.000 -0.009 -0.012
H -1.4905 -2.4273 -4.4943 -0.045 -0.026 0.018
H 1.5132 0.2618 -3.1121 -0.006 0.007 0.012
H 2.3877 0.4898 -5.4198 0.014 0.008 -0.010
```
Positions in Å, forces in eV/Å.

## Properties
E_LUMO (spin up / spin down): -0.5 / -0.6 eV
total energy: -10212.3389 Ha
2S+1: 5
orbital gap (spin up / spin down): 7.53 / 7.59 eV